Formula: C7H18ClEuOTi
Source: OMol25
Level of theory: the ωB97M-V functional and the def2-TZVPD basis

Values from the calculation:
DFT total energy ... -64563.0771 eV
Multiplicity ... 8
Net charge ... -1

CARTESIAN COORDINATES (ANGSTROEM)
1 Eu -1.86 2.59 -2.18
2 Cl -0.22 2.04 -0.02
3 C -4.05 1.96 -1.12
4 C 0.05 3.36 -3.60
5 H -4.72 2.26 -1.94
6 H -4.28 0.94 -0.77
7 H -4.10 2.68 -0.29
8 H -0.49 3.67 -4.51
9 H 0.91 2.71 -3.83
10 H 0.35 4.23 -2.99
11 Ti 0.43 -0.38 -0.27
12 C 2.46 -0.62 -0.21
13 C -0.14 -1.26 -1.91
14 H 2.76 -0.99 -1.21
15 H 2.81 0.42 -0.08
16 H 2.85 -1.27 0.60
17 H 0.61 -1.05 -2.73
18 H -1.03 -1.86 -2.11
19 C -2.35 -2.08 1.99
20 C -0.83 -2.16 2.14
21 C -0.26 -3.57 2.25
22 O -0.20 -1.48 0.97
23 H -2.71 -2.67 1.13
24 H -2.66 -1.03 1.84
25 H -2.83 -2.45 2.91
26 H -0.54 -1.59 3.05
27 H -0.59 -4.21 1.40
28 H 0.83 -3.54 2.27
29 H -0.61 -4.03 3.19